Run one
The following is a quantum chemistry calculation of a 2-piece molecular cluster, C21H27FN2O2 overall, from the Open Molecules 2025 dataset.

spin multiplicity: 1
molecular weight: 358.5 g/mol
E_LUMO: 0.111 eV
HOMO: -8.79 eV
SMILES: CCN(CC)C(=O)[C@H](F)C(=O)c1ccccc1.Cc1cc(C)nc(C)c1

Each line ends with the natural charge from an NBO analysis.
Cartesian coordinates (Å):
1 C 2.87 0.70 -1.24  -0.64
2 C 2.77 -0.53 -2.10  0.24
3 N 1.60 -1.14 -2.05  -0.48
4 F -0.23 1.36 1.26  -0.35
5 C 1.32 -2.33 -2.55  0.25
6 C -0.03 -2.84 -2.10  -0.64
7 C 2.26 -2.94 -3.41  -0.28
8 C 3.49 -2.27 -3.61  0.03
9 C 4.48 -2.83 -4.59  -0.64
10 C 3.78 -1.06 -2.94  -0.28
11 H 3.83 1.20 -1.40  0.20
12 H 2.06 1.42 -1.47  0.23
13 H 2.80 0.43 -0.17  0.23
14 H -0.24 -3.80 -2.56  0.20
15 H -0.03 -2.95 -1.00  0.24
16 H -0.82 -2.11 -2.37  0.25
17 H 2.03 -3.90 -3.90  0.21
18 H 5.37 -2.20 -4.66  0.21
19 H 4.81 -3.84 -4.34  0.22
20 H 4.05 -2.89 -5.60  0.22
21 H 4.74 -0.54 -3.05  0.21
22 C -0.89 3.91 0.73  -0.62
23 C -2.24 3.27 0.97  -0.21
24 N -2.60 2.23 -0.01  -0.44
25 C -3.55 2.62 -1.05  -0.21
26 C -5.01 2.54 -0.62  -0.62
27 C -2.31 0.91 0.17  0.64
28 C -1.46 0.71 1.42  0.02
29 C -1.26 -0.78 1.75  0.54
30 C -0.43 -1.03 2.95  -0.18
31 C -0.18 0.02 3.84  -0.12
32 C 0.60 -0.17 4.98  -0.24
33 C 1.11 -1.44 5.28  -0.19
34 C 0.82 -2.52 4.41  -0.22
35 C 0.05 -2.32 3.27  -0.15
36 O -1.86 -1.69 1.23  -0.47
37 O -2.79 0.00 -0.50  -0.58
38 H -0.71 4.62 1.54  0.21
39 H -0.08 3.18 0.73  0.24
40 H -0.89 4.43 -0.23  0.21
41 H -2.28 2.83 1.98  0.18
42 H -3.04 4.02 0.93  0.21
43 H -3.30 3.65 -1.31  0.19
44 H -3.40 1.97 -1.93  0.23
45 H -5.65 2.89 -1.44  0.22
46 H -5.28 1.50 -0.40  0.23
47 H -5.20 3.16 0.26  0.20
48 H -2.08 1.14 2.26  0.20
49 H -0.55 1.02 3.65  0.20
50 H 0.81 0.67 5.64  0.22
51 H 1.71 -1.62 6.18  0.22
52 H 1.19 -3.53 4.62  0.22
53 H -0.17 -3.13 2.57  0.23

Run two
The following is a quantum chemistry calculation of an isolated molecule of C21H27FN2O2, from the Open Molecules 2025 dataset.

spin multiplicity: 1
molecular weight: 358.5 g/mol
E_LUMO: 0.760 eV
HOMO: -8.21 eV
SMILES: Cc1occc1C(=O)N(C)C[C@@H]1CCCN(CCc2ccccc2F)C1

Each line ends with the natural charge from an NBO analysis.
Cartesian coordinates (Å):
1 C -0.60 4.55 -1.22  -0.67
2 C -1.20 3.68 -0.17  0.36
3 C -1.42 2.33 -0.15  -0.25
4 C -2.03 2.06 1.12  -0.28
5 C -2.13 3.26 1.74  0.07
6 O -1.65 4.25 0.97  -0.40
7 H -2.52 3.53 2.70  0.20
8 H -2.30 1.10 1.51  0.23
9 C -0.97 1.38 -1.19  0.68
10 O 0.10 1.53 -1.75  -0.64
11 N -1.79 0.35 -1.50  -0.44
12 C -3.16 0.21 -1.06  -0.40
13 H -3.51 1.15 -0.64  0.23
14 H -3.79 -0.04 -1.92  0.20
15 H -3.27 -0.58 -0.32  0.19
16 C -1.28 -0.66 -2.41  -0.20
17 H -0.86 -0.16 -3.29  0.22
18 C -0.19 -1.53 -1.79  -0.25
19 C 0.23 -2.64 -2.75  -0.39
20 C 1.32 -3.49 -2.09  -0.40
21 C 0.82 -4.03 -0.75  -0.20
22 N 0.44 -2.92 0.10  -0.48
23 C 0.35 -3.21 1.51  -0.19
24 H -0.57 -2.80 1.93  0.19
25 C 1.55 -2.58 2.25  -0.42
26 C 1.55 -1.10 2.02  -0.10
27 C 0.82 -0.24 2.82  -0.21
28 C 0.76 1.12 2.56  -0.23
29 C 1.43 1.64 1.47  -0.19
30 C 2.16 0.81 0.65  -0.29
31 C 2.22 -0.54 0.93  0.46
32 F 2.98 -1.33 0.14  -0.34
33 H 2.68 1.19 -0.22  0.24
34 H 1.38 2.70 1.25  0.22
35 H 0.19 1.77 3.21  0.21
36 H 0.29 -0.65 3.68  0.21
37 H 2.47 -3.02 1.85  0.22
38 H 1.48 -2.80 3.31  0.21
39 H 0.34 -4.30 1.70  0.19
40 C -0.65 -2.16 -0.46  -0.20
41 H -0.91 -1.36 0.24  0.21
42 H -1.54 -2.78 -0.64  0.15
43 H 1.63 -4.58 -0.26  0.20
44 H -0.02 -4.72 -0.91  0.15
45 H 1.60 -4.32 -2.74  0.20
46 H 2.20 -2.87 -1.91  0.21
47 H 0.60 -2.21 -3.68  0.21
48 H -0.63 -3.27 -2.98  0.19
49 H 0.67 -0.90 -1.57  0.23
50 H -2.12 -1.29 -2.74  0.19
51 H -1.37 5.06 -1.79  0.22
52 H -0.01 3.93 -1.89  0.26
53 H 0.03 5.30 -0.76  0.23

The most stable arrangement is run two, and the next structure is 23.2 kcal/mol less stable.

Run one
The following is a quantum chemistry calculation of C3H4O3 as an isolated structure, from the Open Molecules 2025 dataset.

spin multiplicity: 1
molecular weight: 88.1 g/mol
E_LUMO: 0.992 eV
HOMO: -10.34 eV

Each line ends with the natural charge from an NBO analysis.
Cartesian coordinates (Å):
1 O -0.74 -0.66 -1.04  -0.50
2 C 0.33 -0.81 -0.09  -0.05
3 C -1.01 -0.58 0.36  0.32
4 O -0.78 0.72 0.82  -0.51
5 C 0.60 0.64 0.32  0.35
6 O 0.85 1.51 -0.70  -0.68
7 H 0.28 1.21 -1.43  0.49
8 H 0.99 -1.68 -0.15  0.21
9 H -1.83 -1.16 0.76  0.20
10 H 1.31 0.82 1.13  0.18

Run two
The following is a quantum chemistry calculation of an isolated molecule of C3H4O3, from the Open Molecules 2025 dataset.

spin multiplicity: 1
molecular weight: 88.1 g/mol
E_LUMO: -0.021 eV
HOMO: -8.91 eV
SMILES: O=C/C(O)=C\O

Each line ends with the natural charge from an NBO analysis.
Cartesian coordinates (Å):
1 O -0.42 -1.49 -0.98  -0.66
2 C -0.02 -0.42 -0.24  0.06
3 C 1.08 -0.40 0.53  0.16
4 O 1.63 0.76 0.96  -0.65
5 C -1.01 0.64 -0.10  0.33
6 O -2.10 0.54 -0.64  -0.56
7 H -1.32 -1.25 -1.28  0.50
8 H 1.37 1.44 0.32  0.49
9 H 1.60 -1.28 0.89  0.20
10 H -0.79 1.46 0.62  0.13

Run three
The following is a quantum chemistry calculation of an isolated molecule of C3H4O3, from the Open Molecules 2025 dataset.

spin multiplicity: 1
molecular weight: 88.1 g/mol
E_LUMO: 0.168 eV
HOMO: -9.78 eV
SMILES: O=CC(O)C=O

Each line ends with the natural charge from an NBO analysis.
Cartesian coordinates (Å):
1 O 0.00 -0.77 -1.63  -0.68
2 C 0.12 0.17 -0.58  -0.08
3 C 0.69 -0.54 0.63  0.42
4 O 1.81 -0.41 1.04  -0.50
5 C -1.02 0.99 0.24  0.38
6 O -0.75 0.98 1.42  -0.50
7 H -0.04 -1.68 -1.28  0.48
8 H 0.82 0.92 -0.96  0.21
9 H -0.04 -1.28 1.05  0.11
10 H -1.88 1.66 0.00  0.16

The most stable arrangement is run two, and the next structure is 20.0 kcal/mol less stable.

Run one
The following is a quantum chemistry calculation of a 3-piece molecular cluster, C3H4O3 overall, from the Open Molecules 2025 dataset.

spin multiplicity: 1
molecular weight: 88.1 g/mol
E_LUMO: 0.265 eV
HOMO: -10.37 eV

Each line ends with the natural charge from an NBO analysis.
Cartesian coordinates (Å):
1 O -2.91 0.71 -0.09  -0.52
2 C -1.97 0.08 -0.09  0.51
3 O -0.56 0.15 2.06  -0.49
4 C 0.49 -0.32 1.71  0.27
5 C 0.74 0.11 -1.67  0.27
6 O -0.37 0.27 -2.09  -0.48
7 H 1.45 0.11 2.06  0.11
8 H 0.56 -1.19 1.03  0.11
9 H 1.20 0.81 -0.94  0.10
10 H 1.37 -0.73 -1.99  0.11

Run two
The following is a quantum chemistry calculation of an isolated molecule of C3H4O3, from the Open Molecules 2025 dataset.

spin multiplicity: 1
molecular weight: 88.1 g/mol
E_LUMO: 0.115 eV
HOMO: -9.29 eV

Each line ends with the natural charge from an NBO analysis.
Cartesian coordinates (Å):
1 C -1.66 0.06 0.64  -0.27
2 O -0.25 -0.16 0.73  -0.49
3 C 0.37 -0.06 -0.44  0.62
4 O -0.14 0.20 -1.51  -0.57
5 C 1.78 -0.49 -0.42  0.19
6 O 2.58 0.28 0.28  -0.60
7 H -2.04 -0.05 1.66  0.20
8 H -1.85 1.07 0.26  0.20
9 H -2.12 -0.66 -0.03  0.20
10 H 3.37 -0.19 -0.01  0.52

Run three
The following is a quantum chemistry calculation of an isolated molecule of C3H4O3, from the Open Molecules 2025 dataset.

spin multiplicity: 1
molecular weight: 88.1 g/mol
E_LUMO: 0.479 eV
HOMO: -9.87 eV
SMILES: C[C@@]1(O)OC1=O

Each line ends with the natural charge from an NBO analysis.
Cartesian coordinates (Å):
1 C -2.62 -0.16 0.00  0.78
2 C -1.16 0.46 0.12  0.41
3 C -0.02 -0.54 0.11  -0.69
4 O -3.66 -0.56 0.40  -0.54
5 O -2.05 0.05 -1.13  -0.50
6 O -1.02 1.75 0.42  -0.65
7 H -0.29 -1.55 0.21  0.24
8 H 0.86 -0.34 0.77  0.24
9 H 0.45 -0.59 -0.84  0.23
10 H -0.53 2.17 -0.37  0.49

Run four
The following is a quantum chemistry calculation of C3H4O3 as an isolated structure, from the Open Molecules 2025 dataset.

spin multiplicity: 1
molecular weight: 88.1 g/mol
E_LUMO: 0.724 eV
HOMO: -10.61 eV

Each line ends with the natural charge from an NBO analysis.
Cartesian coordinates (Å):
1 O -1.31 -1.22 0.16  -0.69
2 C -0.44 -0.29 -0.44  -0.01
3 C -0.05 1.23 0.08  -0.11
4 O 1.33 0.83 0.05  -0.48
5 C 1.01 -0.48 -0.07  0.74
6 O 1.66 -1.42 0.29  -0.54
7 H -0.85 -1.80 0.79  0.49
8 H -0.73 -0.22 -1.48  0.21
9 H -0.54 1.16 1.03  0.18
10 H -0.09 2.22 -0.42  0.21

The most stable arrangement is run four, and the next structure is 8.4 kcal/mol less stable.

Run one
The following is a quantum chemistry calculation of a 2-piece molecular cluster, C3H7NO3 overall, from the Open Molecules 2025 dataset.

spin multiplicity: 1
molecular weight: 105.1 g/mol
E_LUMO: 0.544 eV
HOMO: -10.46 eV
SMILES: CC(=O)NC=O.O

Each line ends with the natural charge from an NBO analysis.
Cartesian coordinates (Å):
1 O -0.30 -1.33 -0.92  -0.53
2 C -0.42 -0.17 -0.64  0.72
3 N 0.34 0.41 0.43  -0.73
4 C -0.24 1.04 1.50  0.53
5 O 0.25 1.93 2.14  -0.55
6 C -1.25 0.79 -1.48  -0.72
7 H 1.33 0.43 0.23  0.44
8 H -1.22 0.60 1.78  0.11
9 H -0.72 1.73 -1.57  0.24
10 H -2.22 0.95 -1.01  0.24
11 H -1.40 0.28 -2.42  0.25
12 H 2.34 -2.57 1.23  0.47
13 H 1.28 -2.07 0.27  0.48
14 O 2.23 -2.03 0.45  -0.96

Run two
The following is a quantum chemistry calculation of a 2-piece molecular cluster, C3H7NO3 overall, from the Open Molecules 2025 dataset.

spin multiplicity: 1
molecular weight: 105.1 g/mol
E_LUMO (alpha / beta): -0.648 / -1.020 eV
HOMO (alpha / beta): -11.30 / -10.02 eV

Each line ends with the natural charge from an NBO analysis.
Cartesian coordinates (Å):
1 C 0.16 -0.01 0.84  -0.04
2 C -1.46 0.59 -0.92  -0.63
3 C -0.05 0.13 -0.68  0.49
4 N 0.30 -1.13 1.34  -0.17
5 O 0.06 -1.10 -1.31  -0.71
6 O 1.07 1.06 -1.00  -0.74
7 O 1.22 -0.83 3.46  -0.50
8 H 0.12 0.86 1.42  0.22
9 H -2.12 -0.05 -0.55  0.23
10 H -1.69 1.47 -0.33  0.22
11 H -1.61 0.84 -2.00  0.23
12 H 0.89 -1.55 -1.12  0.49
13 H 1.23 1.02 -2.01  0.48
14 H 1.88 -1.28 2.87  0.43

The most stable arrangement is run one, and the next structure is 110.1 kcal/mol less stable.

Run one
The following is a quantum chemistry calculation of a 3-piece molecular cluster, C4H7NO overall, from the Open Molecules 2025 dataset.

spin multiplicity: 1
molecular weight: 85.1 g/mol
E_LUMO: 0.194 eV
HOMO: -10.40 eV
SMILES: C=CC#N.[H][H].C=O

Each line ends with the natural charge from an NBO analysis.
Cartesian coordinates (Å):
1 O -0.69 -2.33 -0.33  -0.50
2 C 0.37 -1.98 0.11  0.27
3 C 0.20 0.91 -1.27  -0.28
4 C 0.06 1.64 -0.17  -0.33
5 C 0.86 1.41 1.00  0.25
6 N 1.49 1.19 1.94  -0.31
7 H -1.98 -0.72 0.70  0.02
8 H 1.32 -2.23 -0.40  0.11
9 H 0.47 -1.38 1.03  0.13
10 H -0.44 1.06 -2.13  0.22
11 H 0.95 0.13 -1.35  0.20
12 H -2.10 -0.06 1.01  -0.03
13 H -0.69 2.43 -0.09  0.25

Run two
The following is a quantum chemistry calculation of an isolated molecule of C4H7NO, from the Open Molecules 2025 dataset.

spin multiplicity: 1
molecular weight: 85.1 g/mol
E_LUMO: 0.975 eV
HOMO: -9.77 eV
SMILES: C1=NCCCO1

Each line ends with the natural charge from an NBO analysis.
Cartesian coordinates (Å):
1 C 0.65 -0.85 0.21  -0.45
2 C -0.88 -0.93 0.16  -0.07
3 O -1.55 0.34 0.22  -0.51
4 C -0.96 1.33 -0.50  0.39
5 N 0.28 1.50 -0.68  -0.47
6 C 1.15 0.60 0.06  -0.25
7 H 1.03 -1.26 1.15  0.21
8 H 1.06 -1.47 -0.59  0.21
9 H -1.21 -1.42 -0.76  0.18
10 H -1.29 -1.50 1.00  0.20
11 H -1.69 2.02 -0.91  0.17
12 H 1.28 1.04 1.06  0.20
13 H 2.13 0.60 -0.42  0.20

Run three
The following is a quantum chemistry calculation of C4H7NO as an isolated structure, from the Open Molecules 2025 dataset.

spin multiplicity: 1
molecular weight: 85.1 g/mol
E_LUMO: 0.935 eV
HOMO: -8.81 eV

Each line ends with the natural charge from an NBO analysis.
Cartesian coordinates (Å):
1 O 3.05 -1.35 -0.05  -0.58
2 C 2.22 -0.57 -0.43  0.55
3 N 0.89 -0.62 -0.06  -0.66
4 C -0.05 0.23 -0.64  -0.03
5 C -1.14 0.91 0.71  -0.50
6 C -1.46 -0.14 -0.33  -0.47
7 H 2.41 0.26 -1.14  0.13
8 H 0.65 -1.42 0.51  0.38
9 H -0.09 1.33 0.09  0.28
10 H -0.93 0.54 1.71  0.23
11 H -1.71 1.84 0.66  0.24
12 H -2.21 0.14 -1.08  0.22
13 H -1.63 -1.15 0.05  0.21

Run four
The following is a quantum chemistry calculation of an isolated molecule of C4H7NO, from the Open Molecules 2025 dataset.

spin multiplicity: 1
molecular weight: 85.1 g/mol
E_LUMO: 1.027 eV
HOMO: -9.46 eV
SMILES: O[C@H]1C[C@H]2N[C@@H]12

Each line ends with the natural charge from an NBO analysis.
Cartesian coordinates (Å):
1 O -1.12 0.59 -1.61  -0.71
2 C -0.03 0.78 -0.75  0.10
3 C -0.36 0.88 0.77  -0.43
4 C 0.37 -0.44 0.98  -0.09
5 N -0.23 -1.41 0.05  -0.63
6 C 0.80 -0.48 -0.44  -0.13
7 H -1.52 -0.24 -1.31  0.48
8 H 0.52 1.64 -1.13  0.19
9 H -1.43 0.90 1.00  0.21
10 H 0.15 1.72 1.24  0.21
11 H 0.89 -0.78 1.87  0.21
12 H 0.21 -2.32 0.20  0.36
13 H 1.73 -0.84 -0.88  0.21

The most stable arrangement is run two, and the next structure is 29.2 kcal/mol less stable.

Run one
The following is a quantum chemistry calculation of an isolated molecule of C4H7NO, from the Open Molecules 2025 dataset.

spin multiplicity: 1
molecular weight: 85.1 g/mol
E_LUMO: 0.745 eV
HOMO: -8.68 eV

Each line ends with the natural charge from an NBO analysis.
Cartesian coordinates (Å):
1 N -1.77 0.40 0.88  -0.84
2 C -0.63 -0.35 1.09  0.57
3 O -0.65 -1.42 1.69  -0.61
4 C 0.68 0.18 0.64  -0.12
5 C 0.61 0.39 -1.22  -0.54
6 C 1.33 -0.66 -0.36  -0.45
7 H -1.66 1.40 0.80  0.39
8 H -2.56 0.10 1.43  0.40
9 H 0.26 1.18 -0.44  0.28
10 H -0.26 0.02 -1.76  0.24
11 H 1.29 1.01 -1.81  0.25
12 H 2.42 -0.61 -0.42  0.21
13 H 0.94 -1.67 -0.50  0.23

Run two
The following is a quantum chemistry calculation of an isolated molecule of C4H7NO, from the Open Molecules 2025 dataset.

spin multiplicity: 1
molecular weight: 85.1 g/mol
E_LUMO: 0.491 eV
HOMO: -10.55 eV
SMILES: C[C@H](C#N)CO

Each line ends with the natural charge from an NBO analysis.
Cartesian coordinates (Å):
1 C -0.54 1.56 0.16  -0.60
2 C -0.57 0.11 -0.31  -0.32
3 C 0.66 -0.81 -0.04  -0.06
4 O 1.84 -0.04 -0.15  -0.72
5 C -1.56 -0.91 0.09  0.27
6 N -1.66 -2.07 0.02  -0.33
7 H -1.51 2.03 -0.04  0.22
8 H -0.31 1.66 1.22  0.21
9 H 0.22 2.11 -0.41  0.23
10 H -0.73 0.12 -1.39  0.24
11 H 0.26 -1.77 -0.63  0.20
12 H 0.66 -1.29 0.93  0.17
13 H 2.42 -0.21 0.61  0.48

Run three
The following is a quantum chemistry calculation of an isolated molecule of C4H7NO, from the Open Molecules 2025 dataset.

spin multiplicity: 1
molecular weight: 85.1 g/mol
E_LUMO: 0.922 eV
HOMO: -9.55 eV
SMILES: ON=C1CCC1

Each line ends with the natural charge from an NBO analysis.
Cartesian coordinates (Å):
1 O 2.76 -0.37 -0.26  -0.54
2 N 1.88 0.68 -0.07  -0.09
3 C 0.66 0.37 -0.05  0.20
4 C -0.16 -0.91 -0.20  -0.50
5 C -1.41 -0.07 0.15  -0.39
6 C -0.56 1.23 0.20  -0.44
7 H 2.27 -1.20 -0.11  0.44
8 H -0.15 -1.31 -1.22  0.23
9 H 0.08 -1.72 0.50  0.22
10 H -2.19 -0.07 -0.62  0.21
11 H -1.86 -0.33 1.11  0.21
12 H -0.77 1.96 -0.59  0.23
13 H -0.55 1.75 1.16  0.23

The most stable arrangement is run two, and the next structure is 10.2 kcal/mol less stable.